No. 1
Below is C5H8FI in the gas phase at a distorted geometry, with properties calculated with ωB97M-V/def2-TZVPD.

Results
molar mass: 214.0 g/mol
SMILES: CC(C)(F)/C=C/I
HOMO energy: -9.1 eV
gap between HOMO and LUMO: 9.6 eV
LUMO energy: 0.45 eV
E: -16131.3876 eV

Last column: natural (NBO) charge in e.
Cartesian coordinates (Å):
C1 0.765 0.150 -0.793  -0.26
H1 1.587 -0.581 -0.650  0.21
H2 0.430 0.426 1.833  0.22
I1 2.623 1.696 -2.693  0.15
H3 0.020 1.635 -2.034  0.22
F1 -1.591 -0.038 -0.657  -0.39
C2 -0.390 -0.112 0.098  0.32
C3 0.872 1.020 -1.788  -0.33
H4 -0.471 1.871 1.035  0.23
H5 -1.426 -1.728 1.086  0.23
H6 -0.597 -2.397 -0.310  0.23
H7 0.416 -1.788 1.105  0.21
C4 -0.412 0.827 1.376  -0.62
H8 -1.369 0.569 1.835  0.22
C5 -0.456 -1.550 0.558  -0.63

Forces on the atoms, in the same order (eV/Å):
C 1.7 -1.0 -0.8
H -0.2 0.8 0.3
H 1.5 0.4 1.7
I -0.2 -0.5 0.0
H 0.0 0.2 -0.1
F 0.0 1.2 0.1
C -1.6 -0.5 -0.2
C -0.6 0.5 0.8
H 0.7 -0.3 0.5
H 1.1 0.4 0.2
H 0.8 2.5 1.6
H 0.7 -0.6 1.0
C -2.4 -0.7 -3.5
H 0.4 0.1 0.5
C -1.8 -2.4 -2.0

=====

No. 2
Below is C5H8FN in the gas phase at a distorted geometry, with properties calculated with ωB97M-V/def2-TZVPD.

Results
molar mass: 101.1 g/mol
SMILES: C[C@]1(F)C=NCC1
HOMO energy: -10.0 eV
gap between HOMO and LUMO: 11.0 eV
LUMO energy: 1.01 eV
E: -9520.7855 eV

Last column: natural (NBO) charge in e.
Cartesian coordinates (Å):
C1 -0.700 0.619 0.174  0.31
H1 -0.329 2.201 -1.414  0.19
C2 1.820 0.349 0.374  -0.26
C3 0.210 1.490 -0.683  0.07
H2 0.387 -1.261 0.963  0.21
C4 -1.467 -0.216 -0.768  -0.66
H3 -2.188 0.358 -1.354  0.23
H4 2.505 0.855 0.990  0.20
C5 0.514 -0.142 1.122  -0.45
H5 2.256 -0.455 -0.033  0.19
H6 -0.976 -0.896 -1.399  0.23
H7 0.432 0.145 2.277  0.24
H8 -2.154 -0.803 -0.142  0.23
F1 -1.596 1.180 1.062  -0.35
N1 1.456 1.285 -0.717  -0.36

Forces on the atoms, in the same order (eV/Å):
C 3.6 -1.0 1.9
H 1.1 -1.0 1.0
C -3.4 1.8 1.0
C -1.4 1.6 -0.9
H 0.2 1.4 0.6
C -2.8 -0.7 1.1
H 0.4 0.4 -0.2
H 0.9 0.6 0.9
C -1.4 0.5 -0.6
H 1.9 -2.9 -1.6
H 1.2 -0.6 -0.7
H 0.0 -0.5 -2.8
H 0.2 -0.3 -0.1
F 0.0 0.8 -0.4
N -0.7 0.0 0.7

=====

No. 3
Below is a molecular structure, C5H8FNO at a distorted geometry, with properties calculated with ωB97M-V/def2-TZVPD.

Results
molar mass: 117.1 g/mol
HOMO energy: -9.6 eV
gap between HOMO and LUMO: 10.1 eV
LUMO energy: 0.51 eV
E: -11565.0918 eV

Last column: natural (NBO) charge in e.
Cartesian coordinates (Å):
C1 0.895 -0.374 -1.061  0.42
H1 1.435 -1.940 -1.989  0.26
F1 1.207 0.965 -0.762  -0.36
C2 -1.053 1.324 2.111  -0.45
H2 -1.624 2.430 1.975  0.20
H3 0.235 1.185 0.628  0.41
C3 1.703 -0.794 -2.208  -0.69
H4 2.870 -0.412 -2.202  0.26
N1 -0.630 0.841 0.841  -0.65
C4 -0.048 -1.118 -0.416  -0.41
O1 -2.232 -1.025 0.672  -0.62
C5 -1.092 -0.392 0.412  0.65
H5 -2.066 0.428 2.563  0.23
H6 1.003 -0.142 -3.086  0.25
H7 -0.275 -2.288 -0.521  0.28
H8 -0.327 1.312 3.043  0.21

Forces on the atoms, in the same order (eV/Å):
C 0.4 0.0 1.0
H 1.4 2.0 -2.1
F -0.5 -1.2 -0.5
C -5.2 0.4 3.3
H 1.7 -3.0 0.8
H 2.3 0.2 -1.1
C -0.7 0.4 -0.8
H -3.2 -1.3 0.0
N -3.8 -1.9 2.4
C -0.9 0.1 -0.3
O 5.4 3.7 -0.8
C -2.3 -3.1 0.6
H 3.1 3.0 -1.6
H 2.5 -2.5 1.8
H 0.8 3.1 -0.3
H -1.0 0.2 -2.4